Formula: C17H39ClCrF6N7O8PS2
Source: OMol25
Level of theory: ωB97M-V/def2-TZVPD

Each line ends with the Mulliken charge.
Cartesian coordinates (Å):
Cr  -0.21  1.04  -0.95  0.52
Cl  0.06  2.75  -2.55  -0.52
C  -1.97  2.32  2.48  0.81
F  -2.64  1.22  2.68  -0.22
F  -2.38  3.27  3.30  -0.23
F  -0.67  2.12  2.66  -0.20
S  -2.29  3.01  0.70  0.55
O  -3.63  3.52  0.75  -0.53
O  -1.27  4.01  0.44  -0.63
N  -1.97  1.54  -0.27  0.16
S  -3.49  0.94  -0.49  0.61
O  -3.45  -0.29  -1.27  -0.73
O  -4.35  0.83  0.66  -0.55
C  -4.43  2.13  -1.67  0.60
F  -3.68  3.11  -2.11  -0.21
F  -4.97  1.42  -2.63  -0.21
F  -5.47  2.64  -1.01  -0.21
C  1.46  3.12  0.90  -0.22
O  0.85  2.18  0.42  0.40
N  2.58  3.65  0.39  0.34
C  3.23  4.79  0.97  -0.95
C  3.11  3.16  -0.86  -0.80
H  1.25  3.64  1.84  0.20
H  4.25  4.56  1.29  0.35
H  2.62  5.26  1.74  0.33
H  3.38  5.59  0.23  0.36
H  2.67  2.28  -1.30  -0.08
H  3.05  3.96  -1.60  0.35
H  4.20  3.02  -0.76  0.37
C  2.79  -0.33  -1.51  -0.24
O  1.65  0.08  -1.31  0.18
N  3.77  -0.41  -0.63  0.44
C  3.53  -0.17  0.80  -1.00
C  5.08  -0.95  -0.97  -0.97
H  3.11  -0.64  -2.52  0.30
H  3.48  -1.09  1.39  0.38
H  2.71  0.53  0.93  -0.04
H  4.44  0.33  1.14  0.54
H  5.85  -0.23  -0.71  0.32
H  5.28  -1.89  -0.45  0.34
H  5.13  -1.21  -2.02  0.34
C  -1.35  -1.00  -3.18  -0.03
O  -0.98  -0.27  -2.26  -0.37
N  -2.04  -0.57  -4.21  0.26
C  -2.45  -1.48  -5.28  -0.94
C  -2.41  0.80  -4.47  -0.75
H  -1.13  -2.07  -3.22  0.32
H  -1.95  -1.16  -6.20  0.37
H  -3.50  -1.24  -5.48  0.31
H  -2.35  -2.56  -5.24  0.34
H  -2.13  1.46  -3.65  -0.10
H  -1.93  1.17  -5.38  0.38
H  -3.47  0.92  -4.68  0.30
O  -0.23  -0.40  0.56  2.26
P  -0.21  -1.64  1.40  -3.03
N  0.99  -1.63  2.59  1.09
C  1.51  -2.80  3.25  -1.23
C  1.35  -0.39  3.28  -1.05
N  0.12  -3.06  0.57  0.47
C  1.26  -3.06  -0.37  -0.58
C  -0.87  -4.12  0.46  -0.89
N  -1.61  -1.86  2.25  1.16
C  -1.72  -2.40  3.61  -0.96
C  -2.87  -1.91  1.54  -1.35
H  2.60  -2.77  3.35  0.36
H  1.37  -3.68  2.62  0.32
H  1.10  -2.98  4.25  0.37
H  1.19  0.47  2.62  -0.04
H  2.35  -0.42  3.71  0.39
H  0.65  -0.24  4.11  0.23
H  0.90  -2.57  -1.28  -0.16
H  2.11  -2.55  0.07  0.10
H  1.48  -4.11  -0.55  0.48
H  -1.46  -4.21  1.36  0.22
H  -1.61  -3.95  -0.34  0.22
H  -0.38  -5.05  0.17  0.41
H  -2.59  -1.96  4.10  0.30
H  -1.84  -3.48  3.54  0.28
H  -0.87  -2.13  4.22  0.22
H  -3.29  -2.93  1.49  0.40
H  -2.73  -1.65  0.49  0.32
H  -3.64  -1.37  2.10  0.35

The HOMO energy (spin up / spin down) comes out at -11.8 / -11.8 eV. Its total charge is +1. Its spin multiplicity is 4. Its total energy is -4897.8788 Eh. Its expectation value of S² is 3.779. For the HOMO-LUMO gap (spin up / spin down), the calculation gives 8.488 / 9.072 eV.